Record 1
Computed, not measured: a structure of composition C14H20F4O14, with wB97M-V/def2-TZVPD.

Output
HOMO level: -8.549 eV
Gap between HOMO and LUMO: 7.95 eV

ORCA input file:
```
! wB97M-V def2-TZVPD RIJCOSX def2/J DEFGRID3
* xyz 0 1
C -0.72 -1.37 -4.56
C -1.06 -2.31 -3.46
O -0.26 -1.82 -2.38
C 0.80 -1.15 -2.85
O 1.83 -0.79 -2.26
O 0.52 -0.82 -4.13
F -0.69 -3.53 -3.82
H -1.42 -0.56 -4.74
H -0.63 -1.86 -5.53
H -2.12 -2.42 -3.25
C 0.11 -1.04 3.11
C -0.16 -0.40 4.46
O -0.21 -1.49 5.35
C -0.56 -2.53 4.63
O -1.06 -3.60 5.06
O -0.52 -2.24 3.34
F -1.32 0.26 4.34
H 1.16 -1.00 2.82
H -0.38 -0.39 2.39
H 0.57 0.37 4.74
C -0.76 1.99 -2.41
C 0.66 1.99 -1.92
O 1.10 3.27 -1.94
C 0.11 4.06 -2.39
O 0.19 5.32 -2.42
O -0.89 3.30 -2.84
F 1.34 1.24 -2.77
H -1.29 1.83 -1.47
H -1.01 1.19 -3.11
H 0.90 1.50 -0.98
C 0.32 -0.13 -0.72
C -0.16 -0.72 0.62
O 0.88 -0.38 1.55
C 1.81 0.28 0.90
O 2.74 0.80 1.42
O 1.48 0.60 -0.40
F -0.27 -2.03 0.63
H -0.33 0.47 -1.34
H 0.52 -1.00 -1.35
H -1.15 -0.27 0.76
C -2.60 0.61 -0.69
O -1.72 -0.24 -1.36
H -3.44 -0.06 -0.49
H -2.04 0.92 0.19
H -2.96 1.49 -1.24
H -1.93 -0.17 -2.29
C 2.30 0.73 3.62
O 2.28 -0.51 4.21
H 1.26 1.05 3.68
H 2.90 1.41 4.22
H 2.68 0.80 2.60
H 3.20 -0.69 4.44
*
```

***

Record 2
Computed, not measured: an isolated molecule of C14H20FN3O, with wB97M-V/def2-TZVPD.

Output
SMILES: O=C(NCCN1CCCCC1)Nc1ccc(F)cc1
HOMO level: -8.200 eV
Gap between HOMO and LUMO: 8.90 eV
Energy above the lowest of the compared OMol25 structures with the same formula, charge and spin: 0.000 eV

ORCA input file:
```
! wB97M-V def2-TZVPD RIJCOSX def2/J DEFGRID3
* xyz 0 1
O -0.88 3.03 -0.11
C -1.49 1.98 -0.21
N -1.00 0.87 -0.82
C 0.37 0.82 -1.26
C 1.33 0.39 -0.13
N 2.68 0.31 -0.63
C 3.05 -1.00 -1.14
C 3.38 -2.02 -0.04
C 4.46 -1.47 0.88
C 4.04 -0.11 1.42
C 3.71 0.83 0.25
N -2.76 1.87 0.34
C -3.73 0.89 0.21
C -3.86 0.11 -0.95
C -4.85 -0.85 -1.03
C -5.72 -1.03 0.03
F -6.68 -1.97 -0.05
C -5.63 -0.25 1.17
C -4.64 0.71 1.25
H -1.43 -0.02 -0.58
H 0.45 0.13 -2.10
H 0.65 1.82 -1.59
H 1.28 1.15 0.66
H 0.97 -0.56 0.30
H 2.24 -1.37 -1.78
H 3.94 -0.87 -1.77
H 3.70 -2.96 -0.50
H 2.48 -2.23 0.55
H 4.66 -2.16 1.70
H 5.39 -1.35 0.31
H 4.83 0.33 2.03
H 3.15 -0.22 2.05
H 3.39 1.81 0.61
H 4.61 0.97 -0.36
H -2.99 2.65 0.94
H -3.22 0.29 -1.79
H -4.96 -1.45 -1.92
H -6.34 -0.39 1.97
H -4.56 1.33 2.13
*
```